DFT (ωB97M-V with the def2-TZVPD basis set) results for a structure of composition C2H2OS2 in a non-equilibrium geometry.

Maximum force = 4.114 eV/A
Energy relative to the best compared isomer or geometry (same formula, charge and spin) = 236.8 kJ/mol
HOMO level = -0.34621 hartree

Element x y z (Å)
C: 0.882994 0.348264 -0.113449
C: -0.636647 0.648673 -0.238490
H: -0.189283 -1.967534 0.773140
H: -1.116369 1.641101 -0.510206
O: 1.770425 1.144602 0.173046
S: 1.219206 -1.408115 -0.116659
S: -1.930323 -0.406992 0.032621

Atoms 1-2, force components in eV/Å:
0.3 0.1 1.9
-3.0 -0.2 0.0

DFT (ωB97M-V with the def2-TZVPD basis set) results for an isolated molecule of C15H15NO3S in a non-equilibrium geometry.

Maximum force = 17.093 eV/A
Energy relative to the best compared isomer or geometry (same formula, charge and spin) = 1257.0 kJ/mol
SMILES string = COC(=O)c1c(NC(=O)c2ccc(C)cc2)csc1C
HOMO level = -0.29863 hartree

Element x y z (Å)
C: 2.406414 -3.779957 -1.835964
H: 2.064816 -4.479106 -2.411205
H: 2.981179 -3.988133 -1.031862
H: 3.120285 -3.095024 -2.516466
O: 1.635919 -2.984080 -1.331191
C: 0.633418 -2.485978 -2.191888
O: 0.754052 -2.678354 -3.326634
C: -0.404086 -1.547207 -1.656242
C: -1.539025 -1.142550 -2.340536
S: -2.591619 -0.259942 -1.160073
C: -1.748277 -0.459004 0.015207
C: -0.472837 -1.175258 -0.357533
N: 0.766494 -1.488902 0.745894
C: 0.914596 -0.735113 1.766500
O: 1.878340 -1.206564 2.491837
C: 0.494055 0.511536 1.911290
C: 0.725092 1.439523 0.917696
C: 0.243771 2.735419 0.963846
C: -0.272771 3.473118 2.114751
C: -0.401616 2.387691 3.238747
C: 0.162107 1.148157 3.016975
H: -0.109499 0.335406 3.904815
H: -0.772947 2.833043 4.140402
C: -0.772485 4.633820 2.293612
H: -1.318159 5.086944 2.859455
H: 0.236619 5.439958 2.522655
H: -0.924296 5.055218 1.435860
H: 0.218336 3.603769 -0.000220
H: 0.972825 1.014873 -0.134476
H: 1.015214 -2.403709 0.634002
H: -1.902427 0.014686 1.015271
C: -1.873396 -1.357210 -3.731834
H: -2.480442 -0.470611 -4.051325
H: -0.988969 -1.719548 -4.208748
H: -2.650677 -2.256912 -3.702618

Atoms 1-2, force components in eV/Å:
10.1 0.9 -4.2
-2.1 -4.6 -3.1

Orbital gap / hartree: 0.271; 0.302